The following is a DFT calculation (the ωB97M-V functional and the def2-TZVPD basis) of one molecule with the formula C6H10N2O in a non-equilibrium geometry.

Geometry as XYZ:
```
19
Properties=species:S:1:pos:R:3:forces:R:3:nbo_charge:R:1
O -1.5290 0.3193 -1.8214 0.2 -0.1 0.1 -0.545
N 1.6992 -1.7197 0.9725 0.8 -0.2 -0.1 -0.719
N -0.5393 -1.7807 0.2418 -0.2 -0.3 0.0 -0.835
C -1.5029 1.8484 0.6685 0.0 0.1 0.0 -0.328
C 0.9124 0.5250 -1.7051 -0.9 -0.4 -0.2 -0.735
C -0.6127 0.9470 0.2875 -0.3 -0.5 0.2 -0.126
C -0.5509 0.4903 -1.1351 1.3 1.2 -1.0 0.590
C 0.5690 -1.1835 0.7961 -0.6 -0.3 0.4 0.456
C 0.3625 0.2579 1.2006 0.0 0.1 0.1 -0.512
H -2.1604 2.3212 -0.0434 -0.1 0.0 -0.1 0.215
H -0.0089 0.2995 2.2323 0.1 0.0 -0.1 0.242
H -1.4698 -1.4084 0.3713 0.3 0.0 -0.1 0.407
H -0.4837 -2.7361 -0.0728 0.0 0.1 0.1 0.396
H 1.7617 -2.6995 0.6874 -0.3 0.2 0.1 0.332
H 1.3449 0.7376 1.1675 -0.1 -0.1 0.1 0.254
H 1.5485 -0.2803 -1.3251 -0.2 0.1 0.2 0.247
H 0.8758 0.4194 -2.7921 -0.1 0.1 0.1 0.235
H 1.3704 1.4809 -1.4298 -0.1 -0.1 0.0 0.227
H -1.5869 2.1618 1.6991 0.1 0.1 0.1 0.198
```
Positions in Å, forces in eV/Å.

Output
Frontier orbital gap = 10.31 eV
Energy relative to the best compared isomer or geometry (same formula, charge and spin) = 21.1 kcal/mol
Net charge = 0
Lowest unoccupied orbital energy = 0.81 eV
Electronic energy = -11411.17470 eV
HOMO energy = -0.3488 Ha